1.
A structure of composition C22H65Cu3NO14P at a distorted geometry, computed with the ωB97M-V functional and the def2-TZVPD basis.

Results
2S+1: 2
Net charge: -1
F_max, eV/A: 3.0
Expectation value of S²: 0.7514
Gap between HOMO and LUMO (alpha / beta), eV: 2.965 / 6.423
HOMO level (alpha / beta), eV: -1.17 / -4.63
Lowest unoccupied orbital energy (alpha / beta), Eh: 0.066 / 0.066

Each line ends with the Mulliken spin population.
Atoms and positions in Å:
C  -3.16032  4.05187  0.37042  0.00
H  2.96055  -3.59538  -5.02753  0.00
H  0.79364  -3.17121  -3.94428  0.00
H  -3.20517  -3.01993  -2.56289  0.00
H  0.71843  2.97745  1.08462  0.02
C  1.67863  -2.65568  -3.57125  0.00
H  3.76374  2.67042  5.53856  0.00
C  -3.81939  -1.75382  1.51208  0.02
C  -2.42176  -2.33729  -2.23368  0.00
O  -2.44552  -1.78695  1.85789  0.03
N  -1.69918  -0.10724  -2.20520  0.01
C  0.90652  4.79564  1.72229  0.01
H  -2.03085  -1.09255  1.34072  -0.02
H  0.67740  3.00232  -0.99599  0.00
H  2.17948  -3.24761  -2.80519  0.00
C  2.30124  -2.67991  3.42471  0.05
P  0.38450  0.29790  0.37972  0.20
H  -0.91582  -4.61766  -1.52163  0.00
H  -4.38381  -0.92621  3.48734  0.02
H  -1.98464  0.16725  -1.27608  0.02
H  2.42741  -0.08057  -0.49696  0.00
O  0.87473  -0.57963  -0.75661  0.29
H  -4.05172  -0.54388  -1.13920  0.00
Cu  2.63078  1.78277  0.95385  0.05
C  2.69320  -2.60978  -4.64646  0.00
O  -5.10736  -1.49279  -2.53757  0.00
H  -0.93304  4.96007  -4.14066  0.00
O  3.49755  0.63559  2.86672  -0.03
C  4.69272  -1.38426  -1.39454  0.00
H  -1.51592  -2.73624  -2.69018  0.00
H  -2.83248  4.84845  -0.29747  0.00
H  0.00101  -3.83758  1.35144  0.00
O  0.70059  1.74804  -0.15827  0.02
H  -6.10027  -0.30074  -3.84192  0.00
C  1.74741  5.63126  2.79988  0.00
Cu  -0.62731  -0.09953  2.85879  -0.53
H  -3.00658  2.49898  -1.18084  0.00
O  1.51956  -1.35165  -3.07099  0.01
H  1.26990  -1.39441  -2.14501  -0.01
H  -2.37337  -2.32983  -1.14478  0.00
H  1.20120  5.71075  3.73979  0.00
O  -3.03405  1.65132  0.76115  -0.04
H  1.30675  -3.53418  5.12875  0.00
H  3.34290  3.20448  3.80124  0.00
H  -4.23733  4.21922  0.38207  0.00
H  0.19787  -5.62220  -0.56588  0.00
C  -0.57208  -4.85239  -0.51423  0.00
H  -1.45426  -5.20537  0.01987  0.00
O  1.25231  -3.27080  -0.25242  0.01
H  1.22035  -2.32805  -0.43072  0.00
H  -0.15109  5.05069  1.78926  0.00
H  2.71712  0.18533  2.53536  0.06
H  1.30533  -1.34853  2.42100  -0.04
C  -2.75820  -0.97751  -2.69220  0.00
C  0.03190  -3.69678  0.27101  0.02
H  -5.65235  -1.57884  2.56533  0.00
O  0.70959  3.77777  -1.56099  -0.01
H  0.74398  4.57675  -4.21659  0.00
C  -2.61093  2.70956  -0.18726  0.02
H  5.08484  -0.31591  0.36193  0.00
H  -5.07700  -1.39748  -4.66969  0.00
H  -3.83921  -0.76817  1.04712  -0.01
O  3.32204  0.26020  -0.56853  -0.01
H  1.25429  4.99779  0.70923  0.00
C  -5.71553  -1.31924  -3.78976  0.00
H  -2.74301  4.31271  1.34300  0.00
H  1.55191  -4.70132  3.73536  0.00
C  1.94408  -3.85998  4.30671  0.00
H  3.87283  0.34559  4.80294  -0.01
H  -4.36156  0.46732  -2.56101  0.00
H  5.42211  -2.16843  -1.19159  0.00
H  2.96892  -2.89939  2.59156  0.00
H  -0.89196  -0.68600  -2.02207  0.00
C  3.27315  1.03767  4.21175  0.06
O  1.15077  -2.11777  2.97416  0.17
H  -2.76275  -1.02034  -3.78135  0.00
C  4.19759  -0.75350  -0.09568  0.01
H  2.20509  0.96461  4.41670  0.05
H  -6.58074  -1.94914  -3.99650  0.00
H  5.16792  -0.63932  -2.03278  0.00
H  -0.67499  2.94338  -2.90190  0.00
H  -2.35774  0.98603  0.61417  -0.03
H  -1.17406  4.29988  -1.79584  0.00
H  -1.52215  2.65825  -0.18269  0.00
O  0.91218  3.38190  1.93343  -0.03
H  2.91781  -1.91665  3.89944  0.00
C  -4.13296  -0.54448  -2.22618  0.00
H  -4.43422  -2.77066  3.22702  0.00
H  -0.57350  -2.79913  0.14520  0.01
H  -4.03722  -2.50612  0.75400  0.00
C  -0.03889  4.88185  -3.52223  0.00
H  2.78150  5.39514  3.05086  0.00
Cu  1.41585  1.00830  -2.07925  -0.01
H  4.87608  2.42634  4.24197  0.00
O  1.23498  0.09498  1.64993  0.20
H  2.28543  -2.04823  -5.48699  0.00
O  -1.09872  0.06987  0.68574  0.39
H  3.67681  -1.31720  0.67835  0.00
C  3.81076  2.47884  4.46656  0.01
H  2.88686  -4.22097  4.71774  0.00
H  1.83039  6.68118  2.51903  0.00
H  3.79481  -1.77233  -1.87544  0.00
C  -0.39444  3.88848  -2.43698  0.00
H  3.64992  -2.21191  -4.30809  0.00
H  0.17193  5.88570  -3.15351  0.00
C  -4.61376  -1.76926  2.83581  0.00



2.
A cluster of 2 separate species, C6H15Cl2S in total, computed with the ωB97M-V functional and the def2-TZVPD basis.

Results
Net charge: +1
F_max, eV/A: 0.2
Gap between HOMO and LUMO, eV: 9.711
HOMO level, eV: -13.40
Lowest unoccupied orbital energy, Eh: -0.136

Each line ends with the natural charge from an NBO analysis.
Atoms and positions in Å:
C  -0.20870  -2.06644  -0.66550  -0.48
H  -1.60461  -2.00645  0.97722  0.22
H  1.85090  -0.67767  -0.44399  0.22
Cl  4.91511  3.79671  1.98014  -0.03
H  -2.39813  -0.14680  -0.41134  0.20
H  3.27515  4.71457  0.57074  0.24
S  0.54824  -0.47999  -0.14995  0.44
H  -4.44284  -2.25833  -1.15407  0.22
H  0.71873  -0.74143  1.16112  0.20
C  -2.60377  -1.16505  -0.75638  -0.41
C  2.74472  2.66704  0.79414  -0.37
H  -4.15691  -1.95017  0.55234  0.21
H  2.26409  2.74299  1.76560  0.23
C  -4.05594  -1.52430  -0.44776  -0.61
H  -2.43588  -1.16905  -1.83739  0.21
H  4.35434  3.60322  -0.29510  0.23
H  0.44229  -2.87377  -0.33887  0.26
H  2.00332  2.72998  -0.00052  0.22
H  -1.95708  -3.17431  -0.26798  0.25
C  -1.62613  -2.14466  -0.10846  -0.43
H  -0.20223  -2.01027  -1.75481  0.25
H  -4.70032  -0.64910  -0.49417  0.23
Cl  3.49544  1.03202  0.70898  -0.10
C  3.78020  3.75125  0.61599  -0.40



3.
A structure of composition C34H32BrCoO2Sb, computed with the ωB97M-V functional and the def2-TZVPD basis.

Results
2S+1: 4
Net charge: -2
F_max, eV/A: 0.7
Expectation value of S²: 3.7946
Gap between HOMO and LUMO (alpha / beta), eV: 3.421 / 4.109
HOMO level (alpha / beta), eV: 0.55 / -0.14
Lowest unoccupied orbital energy (alpha / beta), Eh: 0.146 / 0.146

Each line ends with the Mulliken spin population.
Atoms and positions in Å:
C  2.92300  -0.79109  0.47522  0.01
H  -4.60478  -1.35383  0.37982  0.00
O  0.13421  -1.02370  2.42616  0.08
H  3.62553  -3.01740  -0.85302  0.00
H  -2.35436  -0.58426  1.01410  -0.03
C  -4.48486  -0.52670  -1.60191  -0.01
C  -2.39016  0.57354  -2.17255  -0.01
H  -5.48188  -0.84086  -1.89177  0.00
H  2.42006  -4.19673  -2.65361  0.00
H  2.96616  2.03600  -3.48594  0.00
H  -2.65953  1.06810  2.47688  -0.05
H  2.31064  -0.81280  1.38297  0.00
H  0.24620  -3.30306  -3.46044  0.00
O  0.72564  -2.31673  4.17848  0.00
C  2.28611  1.93131  2.88646  -0.01
C  -0.78116  -3.26612  1.02201  -0.01
H  -1.47176  -6.54103  0.43639  0.00
H  -4.05839  0.37001  -3.50056  0.00
H  -0.55541  0.91868  -3.25798  0.00
C  2.68965  -2.61494  -1.22845  0.00
C  0.80158  -2.78291  -2.68743  0.00
C  -1.84422  1.80181  2.56395  0.72
H  -0.67655  -1.26657  -2.46498  0.01
C  0.41550  2.52176  -1.22534  -0.17
C  2.18356  -1.44561  -0.66402  -0.02
C  0.28971  -1.61670  -2.12466  0.00
C  -0.23439  -4.59623  2.93649  0.00
H  -1.12134  3.41505  -0.02385  0.04
C  -1.58935  1.26254  -3.25213  0.01
H  -2.29312  2.78840  2.77559  -0.03
H  3.87062  -1.29664  0.67174  0.00
C  1.78339  3.16613  2.38785  0.10
H  3.13468  0.25960  0.26253  0.00
H  2.96468  1.33006  -1.86590  0.00
H  1.83896  0.81642  4.76290  0.00
H  -1.56550  2.34509  -3.11838  0.00
C  0.62222  5.04923  -2.41747  0.01
C  -0.31206  4.83390  -1.41794  -0.01
C  -3.99849  -0.81082  -0.33637  0.00
C  -2.72474  -0.38298  0.01358  0.07
H  -0.82243  -2.29290  0.55871  0.02
C  1.46219  4.01460  -2.80393  0.00
C  2.01151  -3.28235  -2.23723  0.00
Sb  0.03722  0.75858  0.00488  -0.24
H  2.20328  4.18806  -3.57931  0.00
H  0.28053  4.56772  3.24766  -0.02
H  3.00031  1.28944  2.39487  0.00
H  -2.02559  1.04746  -4.23074  0.00
C  0.20929  -2.09577  3.07562  0.03
H  -1.57118  -4.32191  -0.67356  0.00
C  1.71137  1.70380  4.15968  0.09
C  2.32324  1.67129  -2.68062  0.01
C  -0.66611  -5.71281  2.24606  0.00
H  2.01571  3.61386  1.43013  0.00
C  0.86670  2.79939  4.45305  0.01
C  -3.68329  0.15813  -2.50315  0.00
Br  -0.59472  -7.42936  3.10485  0.00
C  -0.40438  3.57954  -0.82540  -0.03
C  -1.90412  0.30827  -0.88157  0.14
C  0.96883  -0.91401  -1.12725  0.05
H  0.15569  -4.64729  3.94385  0.00
C  -1.20213  -4.40266  0.34194  0.00
H  -0.96135  5.63805  -1.09169  0.00
C  1.37899  2.75192  -2.21729  0.01
C  -1.14909  -5.64654  0.95237  0.00
H  0.20404  2.88163  5.30080  -0.02
C  -0.29139  -3.35363  2.31517  0.00
H  1.78232  0.79559  -3.03630  0.00
H  0.70767  6.02190  -2.88940  0.00
C  0.90999  3.69693  3.36373  0.02
Co  0.01684  1.51312  2.53570  2.21